Entry 1:
# C38H38N2P2SSiTa

A molecular structure, C38H38N2P2SSiTa (ωB97M-V/def2-TZVPD, the Open Molecules 2025 dataset).

Positions of all 83 atoms, in Å:
Ta: -0.819 -0.894 0.173
S: 0.514 0.972 0.107
P: -1.650 -0.635 -2.228
P: 1.032 -2.266 1.255
Si: 0.352 4.056 1.688
N: -1.787 0.387 1.455
N: -1.193 -2.771 -0.425
C: -2.039 2.757 2.743
C: -0.865 1.376 1.270
C: 1.150 -0.066 5.251
C: 0.197 -3.887 1.347
C: 3.000 -1.689 -0.647
C: -4.152 3.123 -2.947
C: -3.943 0.729 -2.958
C: 2.001 3.401 2.267
C: 5.182 -2.693 -0.575
C: -0.271 5.434 2.769
C: 0.040 -0.831 4.913
C: -1.836 -4.519 -1.718
C: 4.821 -3.424 0.551
C: 2.238 -0.688 3.196
C: -0.017 0.276 -4.282
C: 3.550 -3.292 1.082
C: 0.322 4.532 -0.121
C: 2.245 0.004 4.397
C: 1.952 -0.900 -5.006
C: -0.932 2.609 1.895
C: -2.849 3.241 -2.474
C: -2.994 1.759 2.937
C: -0.634 -3.970 0.105
C: 1.738 -1.883 -4.047
C: 1.131 -1.469 2.860
C: 2.635 -2.419 0.483
C: 4.274 -1.829 -1.173
C: -2.843 0.567 2.277
C: 1.079 0.174 -5.123
C: -1.943 -3.182 -1.560
C: 0.645 -1.796 -3.200
C: -2.091 2.110 -2.236
C: -2.663 -2.145 -2.364
C: 0.026 -1.533 3.719
C: -0.237 -0.715 -3.325
C: -4.695 1.870 -3.192
C: -1.005 -5.020 -0.658
C: -2.637 0.843 -2.473
H: 1.171 0.461 6.196
H: 1.245 0.926 -5.882
H: -2.422 4.221 -2.308
H: 0.931 -4.692 1.395
H: 2.404 2.600 1.646
H: 0.418 6.278 2.679
H: -3.535 -0.258 2.372
H: 3.115 0.583 4.678
H: 2.300 -1.024 -1.139
H: 1.942 3.042 3.297
H: -0.400 -3.935 2.260
H: 5.530 -4.095 1.016
H: 3.284 -3.857 1.968
H: -2.160 3.693 3.276
H: 0.689 3.755 -0.794
H: -3.839 1.910 3.594
H: -0.831 -2.158 3.484
H: -3.663 -1.939 -1.976
H: -0.706 1.105 -4.386
H: -0.300 5.169 3.828
H: 4.557 -1.265 -2.051
H: 2.413 -2.724 -3.969
H: 6.175 -2.801 -0.989
H: 2.731 4.214 2.251
H: -4.740 4.011 -3.138
H: -1.255 5.803 2.474
H: 3.097 -0.643 2.537
H: -2.293 -5.103 -2.501
H: 2.799 -0.977 -5.674
H: 0.964 5.403 -0.269
H: -1.066 2.220 -1.902
H: -0.735 -6.051 -0.494
H: -0.797 -0.904 5.594
H: -4.379 -0.237 -3.179
H: -2.755 -2.447 -3.408
H: -0.682 4.823 -0.436
H: -5.700 1.778 -3.579
H: 0.465 -2.586 -2.478

Summary:
Largest force on an atom, eV/Å: 0.57
LUMO energy, eV: -10.30
ΔE to the lowest compared entry with this formula, charge and spin, eV: 0.279
E_HOMO, eV: -16.442
Frontier orbital gap, eV: 6.14
Charge: +3


Entry 2:
# C6H7ClF2O

2 unconnected molecules or ions with the total composition C6H7ClF2O (ωB97M-V/def2-TZVPD, the Open Molecules 2025 dataset).

Positions of all 17 atoms, in Å:
Cl: 3.608 -1.082 -0.399
F: -0.038 -1.085 -0.775
F: -0.811 -1.682 1.210
O: -2.468 0.031 -1.256
C: 0.730 1.730 0.291
C: -1.107 -1.574 -0.113
C: -0.490 1.205 0.195
C: 2.168 -0.258 0.098
C: 1.971 1.043 -0.105
C: -2.290 -0.617 -0.260
H: -1.339 -2.573 -0.502
H: 0.848 2.742 0.674
H: 1.455 -0.900 0.601
H: -1.370 1.749 0.527
H: -0.654 0.225 -0.237
H: -2.972 -0.590 0.613
H: 2.759 1.635 -0.564

Summary:
Largest force on an atom, eV/Å: 3.06
LUMO energy, eV: -0.03
E_HOMO, eV: -8.817
SMILES string: C=C/C=C/Cl.O=CC(F)F
Frontier orbital gap, eV: 8.79


Entry 3:
# C6H22FN8O5Tl

A molecular structure, C6H22FN8O5Tl (ωB97M-V/def2-TZVPD, the Open Molecules 2025 dataset).

Positions of all 43 atoms, in Å:
Tl: -25.170 4.206 14.989
F: -26.581 6.393 13.595
O: -27.895 7.048 11.184
O: -24.534 6.874 16.331
O: -23.050 5.895 13.936
O: -29.026 10.201 14.999
O: -27.351 2.784 13.793
N: -25.868 8.591 16.705
N: -23.988 7.060 12.343
N: -24.113 8.359 17.936
N: -27.230 9.367 14.066
N: -29.153 2.024 12.651
N: -28.804 8.034 14.640
N: -28.761 4.110 12.749
N: -21.829 7.025 12.386
C: -28.350 9.274 14.616
C: -28.307 2.935 13.070
C: -22.926 6.572 12.910
C: -28.317 9.250 10.141
C: -27.210 8.190 10.698
C: -24.821 7.854 16.991
H: -24.537 9.157 18.390
H: -26.351 8.325 15.859
H: -26.448 8.444 11.435
H: -28.729 1.112 12.738
H: -29.680 4.089 12.331
H: -26.181 9.407 17.211
H: -26.911 10.310 13.894
H: -23.227 7.980 18.236
H: -27.921 10.204 9.791
H: -28.367 4.991 13.047
H: -21.916 7.698 11.638
H: -26.799 7.836 9.752
H: -29.145 9.401 10.834
H: -24.919 6.782 12.621
H: -29.847 2.150 11.929
H: -28.737 8.734 9.278
H: -23.883 7.527 11.454
H: -28.211 7.291 14.298
H: -27.753 7.061 12.133
H: -26.886 8.566 13.555
H: -29.782 7.875 14.837
H: -20.915 6.795 12.750

Summary:
Largest force on an atom, eV/Å: 7.21
LUMO energy, eV: -13.06
ΔE to the lowest compared entry with this formula, charge and spin, eV: 2.640
E_HOMO, eV: -15.705
Frontier orbital gap, eV: 2.64
Charge: +2


Entry 4:
# C20H20O3S2

2 unconnected molecules or ions with the total composition C20H20O3S2 (ωB97M-V/def2-TZVPD, the Open Molecules 2025 dataset).

Positions of all 45 atoms, in Å:
S: 0.806 2.766 -1.862
S: 1.831 0.116 -2.625
O: -0.459 1.649 1.867
O: 2.880 -1.011 1.701
O: 2.340 1.205 1.601
C: 3.080 1.321 -2.196
C: -0.856 0.569 -2.121
C: 5.189 -1.716 1.720
C: -2.977 0.646 1.745
C: -3.463 -0.458 -2.017
C: -3.376 -2.074 1.714
C: -0.524 0.427 1.760
C: -2.094 -1.571 1.725
C: -1.876 -0.198 1.738
C: -1.957 1.384 -1.757
C: 4.214 -0.552 1.715
C: -3.231 0.876 -1.715
C: -4.259 0.145 1.734
C: 0.442 1.086 -2.189
C: -4.457 -1.220 1.718
C: 0.624 -0.389 1.670
C: -1.127 -0.789 -2.422
C: -2.406 -1.283 -2.372
C: 1.988 0.033 1.653
C: 2.529 2.730 -2.335
H: -1.262 -2.251 1.736
H: 0.493 -1.451 1.639
H: 2.602 3.086 -3.368
H: -3.532 -3.139 1.706
H: 3.077 3.442 -1.709
H: -0.308 -1.427 -2.699
H: -1.774 2.415 -1.510
H: 4.335 0.090 2.601
H: -5.101 0.818 1.738
H: 3.960 1.158 -2.827
H: 6.236 -1.406 1.722
H: 5.029 -2.347 0.844
H: -5.459 -1.616 1.709
H: 4.351 0.094 0.835
H: -2.797 1.708 1.766
H: -2.593 -2.317 -2.614
H: 5.025 -2.345 2.596
H: -4.056 1.515 -1.447
H: -4.468 -0.846 -2.005
H: 3.379 1.123 -1.162

Summary:
Largest force on an atom, eV/Å: 2.78
LUMO energy, eV: -2.48
ΔE to the lowest compared entry with this formula, charge and spin, eV: 0.000
E_HOMO, eV: -6.136
Frontier orbital gap, eV: 3.66


Entry 5:
# C8H8

A single C8H8 molecule (ωB97M-V/def2-TZVPD, the Open Molecules 2025 dataset).

Positions of all 16 atoms, in Å:
C: 0.158 1.116 0.333
C: -0.823 1.356 -0.686
C: -1.065 0.228 -1.403
C: 0.447 2.098 1.065
C: -0.549 -2.343 -1.001
C: 1.495 -0.922 1.198
C: -0.288 -0.993 -0.787
C: 0.567 -0.374 0.405
H: 0.128 3.092 0.509
H: -0.242 -3.080 -0.070
H: -1.181 -2.721 -1.794
H: -1.434 2.301 -0.712
H: 1.309 2.461 1.809
H: 1.745 -0.302 1.991
H: 1.609 -2.009 1.116
H: -1.875 0.093 -1.973

Summary:
Largest force on an atom, eV/Å: 9.62
LUMO energy, eV: 0.52
ΔE to the lowest compared entry with this formula, charge and spin, eV: 3.830
E_HOMO, eV: -8.200
SMILES string: C=C1C=CC(=C)C1=C
Frontier orbital gap, eV: 8.72


Entry 6:
# C6H14N2O2

2 unconnected molecules or ions with the total composition C6H14N2O2 (ωB97M-V/def2-TZVPD, the Open Molecules 2025 dataset).

Positions of all 24 atoms, in Å:
O: -2.358 -2.678 -1.362
O: 2.020 2.485 1.733
N: 1.283 1.451 -0.138
N: -1.166 -1.379 0.072
C: 1.102 2.010 1.092
C: -0.323 2.004 1.614
C: 2.591 1.459 -0.759
C: -1.299 -2.204 -1.012
C: -2.254 -1.090 0.992
C: -0.012 -2.335 -1.819
H: 0.473 1.108 -0.624
H: 2.638 0.626 -1.467
H: -0.848 2.833 1.167
H: -2.026 -1.481 1.983
H: 0.667 -2.922 -1.198
H: -0.235 -1.033 0.230
H: -3.165 -1.562 0.649
H: -0.192 -2.633 -2.847
H: 2.736 2.350 -1.367
H: -2.322 -0.012 1.070
H: -0.268 2.006 2.696
H: 3.299 1.226 0.027
H: 0.482 -1.362 -1.940
H: -0.827 1.134 1.210

Summary:
Largest force on an atom, eV/Å: 1.41
LUMO energy, eV: 0.51
ΔE to the lowest compared entry with this formula, charge and spin, eV: 0.884
E_HOMO, eV: -9.862
SMILES string: CNC(C)=O.CNC(C)=O
Frontier orbital gap, eV: 10.37


Entry 7:
# C54H60Ge2N4S6W

A molecular structure, C54H60Ge2N4S6W (ωB97M-V/def2-TZVPD, the Open Molecules 2025 dataset).

Positions of all 127 atoms, in Å:
W: -1.643 0.151 1.757
Ge: -0.752 0.461 -1.344
Ge: 1.448 0.554 0.949
S: -3.174 -1.876 2.064
S: -0.138 -1.170 0.358
S: 1.146 1.678 -1.011
S: 0.138 1.507 2.522
S: -3.136 1.335 3.358
S: -2.499 1.233 -0.106
N: -2.098 -1.518 4.439
N: -4.096 -2.682 4.414
N: -0.990 -1.011 3.737
N: -5.135 0.577 1.768
C: -1.940 -4.422 -0.723
C: 5.664 0.426 1.247
C: -7.077 0.827 3.668
C: 3.556 6.240 -0.800
C: -6.407 0.260 1.449
C: -1.627 -2.356 -2.570
C: 5.946 -0.827 1.759
C: -0.578 -3.257 -2.352
C: 1.077 -4.097 1.900
C: 4.056 2.194 0.541
C: 0.710 2.829 -4.019
C: -0.961 0.993 -4.204
C: -1.193 0.678 -5.539
C: 0.062 5.033 -3.252
C: 2.495 -1.091 4.602
C: 3.590 4.504 0.999
C: -0.493 -5.001 3.637
C: 0.547 -4.027 3.181
C: 3.719 2.918 2.933
C: -0.757 -4.280 -1.435
C: -3.017 2.846 -3.231
C: 3.333 -0.058 1.363
C: -2.822 -2.471 -1.854
C: -2.162 -5.594 0.183
C: -1.101 -0.028 -3.276
C: -4.770 1.006 3.004
C: -1.480 -1.318 -3.614
C: -1.551 -0.606 -5.908
C: 4.206 2.497 -0.817
C: -7.402 0.364 2.379
C: 2.069 -3.228 1.475
C: 4.349 0.831 1.038
C: 1.754 1.914 -4.580
C: 4.918 -1.688 2.094
C: 0.396 6.469 -3.011
C: -1.227 4.564 -3.049
C: -3.139 -2.028 3.758
C: -1.577 3.249 -3.328
C: 2.506 -2.216 2.339
C: 1.014 -3.033 4.038
C: -1.697 -1.602 -4.958
C: -5.777 1.138 3.976
C: 3.764 3.210 1.462
C: -0.597 2.369 -3.801
C: 3.594 -1.307 1.913
C: 1.018 4.149 -3.738
C: 4.025 3.806 -1.240
C: 4.592 1.433 -1.799
C: 0.698 -3.128 -3.125
C: 3.718 4.823 -0.348
C: -2.952 -3.494 -0.925
C: 2.692 -3.384 0.127
C: 1.995 -2.121 3.633
C: -3.995 -1.584 -2.152
H: 4.686 2.544 3.270
H: 0.228 7.043 -3.923
H: 1.437 6.591 -2.728
H: 3.637 6.318 -1.881
H: -1.990 5.247 -2.701
H: -5.492 1.486 4.955
H: 5.128 -2.661 2.510
H: 4.134 0.477 -1.547
H: -2.765 -5.318 1.047
H: 2.728 2.394 -4.563
H: -2.704 -6.368 -0.361
H: -0.094 -6.013 3.610
H: 1.519 1.658 -5.611
H: 3.756 -3.593 0.231
H: 1.428 -3.863 -2.797
H: -0.810 -4.791 4.657
H: -0.237 6.892 -2.236
H: 2.596 -2.468 -0.457
H: 0.510 -3.278 -4.187
H: 1.124 -2.129 -3.007
H: 1.692 -0.688 5.219
H: 5.674 1.302 -1.794
H: -1.988 -2.603 -5.243
H: 6.460 1.112 1.005
H: -6.582 -0.079 0.439
H: -2.003 -1.696 5.434
H: -3.504 3.023 -4.190
H: -4.882 -3.064 3.914
H: -1.362 -4.975 2.981
H: -1.101 1.457 -6.279
H: 2.229 -4.202 -0.415
H: 4.327 6.867 -0.354
H: -0.224 -1.748 3.673
H: 4.292 1.718 -2.803
H: 3.479 3.816 3.495
H: 6.971 -1.132 1.906
H: -7.851 0.922 4.413
H: 3.227 -1.539 5.274
H: 1.806 0.987 -4.009
H: -4.407 0.560 1.042
H: -8.416 0.113 2.120
H: -1.222 -6.026 0.519
H: -4.081 -2.795 5.415
H: 2.591 6.634 -0.485
H: 2.972 2.155 3.162
H: -3.882 -3.594 -0.382
H: -3.698 -0.543 -2.291
H: -3.533 3.440 -2.480
H: -0.595 -0.203 4.239
H: -4.479 -1.911 -3.072
H: 0.732 -4.869 1.231
H: 2.021 4.505 -3.924
H: 0.699 -3.040 5.076
H: 2.985 -0.270 4.083
H: 3.380 5.292 1.707
H: -1.721 -0.833 -6.949
H: -4.725 -1.643 -1.346
H: 4.157 4.035 -2.287
H: -3.129 1.789 -2.989
H: 0.033 -5.003 -1.297

Summary:
Largest force on an atom, eV/Å: 1.54
LUMO energy (alpha / beta), eV: -6.09 / -5.91
Spin multiplicity: 3
ΔE to the lowest compared entry with this formula, charge and spin, eV: 0.000
E_HOMO (alpha / beta), eV: -12.360 / -12.365
Frontier orbital gap (alpha / beta), eV: 6.27 / 6.45
<S²>: 2.02
Charge: +2


Entry 8:
# C29H44N4O3S2SbSe4SiY

A molecular structure, C29H44N4O3S2SbSe4SiY (ωB97M-V/def2-TZVPD, the Open Molecules 2025 dataset).

Positions of all 89 atoms, in Å:
Sb: 1.344 2.388 4.954
Y: -0.083 0.516 0.350
Se: 0.667 1.411 2.434
Se: 3.552 3.312 4.521
Se: -0.415 3.966 5.370
Se: 1.185 0.171 6.050
S: 2.564 -0.423 -0.682
S: -2.355 -2.005 2.007
Si: -2.295 2.408 -0.095
O: -1.198 -1.137 1.620
O: 1.948 0.925 -0.712
O: 3.476 -0.710 -1.749
N: 2.454 -3.253 -0.450
N: 4.554 -0.223 4.836
N: 0.182 -3.289 -1.199
N: 1.203 -1.305 -0.715
C: -4.527 0.544 -0.351
C: -2.443 4.265 2.069
C: -0.347 -2.790 5.401
C: -4.665 3.733 1.113
C: 2.486 -4.573 -0.543
C: -1.364 -3.165 6.267
C: -2.683 -3.201 5.836
C: 4.902 0.252 2.471
C: 3.195 -1.297 3.167
C: -2.495 5.079 -1.470
C: 2.727 -1.349 1.873
C: -2.989 -2.861 4.529
C: -2.818 0.378 -2.067
C: -2.092 -3.538 1.084
C: -1.958 -2.523 3.666
C: 4.232 -0.423 3.501
C: -1.128 3.345 -2.566
C: 3.342 -0.608 0.872
C: -3.610 1.396 -1.232
C: 4.465 0.155 1.165
C: -0.300 4.409 -0.530
C: -0.639 -2.470 4.088
C: 1.308 -2.638 -0.784
C: -4.492 2.205 -2.175
C: -1.578 3.884 -1.204
C: 0.254 -4.601 -1.264
C: -3.430 2.063 2.495
C: 1.401 -5.325 -0.948
C: -3.282 3.154 1.420
H: -4.076 1.244 2.175
H: -1.129 -3.384 7.301
H: -5.049 2.980 -1.647
H: -0.394 2.539 -2.464
H: -1.405 3.965 2.244
H: 0.417 3.608 -0.314
H: -5.223 1.137 0.242
H: -4.642 4.468 0.308
H: -0.638 4.147 -3.132
H: -2.853 4.507 3.057
H: 1.437 -6.403 -1.013
H: 4.937 0.748 0.392
H: -2.451 1.655 2.770
H: -5.125 -0.130 -0.982
H: -3.002 -4.135 1.136
H: -2.450 5.180 1.475
H: -3.410 4.796 -1.992
H: 0.669 -2.699 5.758
H: -4.018 -2.837 4.190
H: 0.127 -2.102 3.419
H: -1.972 5.815 -2.097
H: 0.197 5.126 -1.197
H: -0.493 4.912 0.414
H: 3.712 -0.312 5.411
H: 4.911 0.718 4.975
H: -3.918 2.692 -2.964
H: -1.884 -3.234 0.058
H: -5.225 1.547 -2.665
H: -5.050 4.241 2.007
H: -2.056 0.828 -2.702
H: -1.954 2.976 -3.174
H: -1.243 -4.089 1.485
H: 2.660 -1.802 3.960
H: -3.865 2.498 3.403
H: 1.844 -1.933 1.645
H: 3.426 -5.045 -0.272
H: -2.317 -0.357 -1.426
H: -3.953 -0.077 0.346
H: -3.492 -0.196 -2.719
H: -3.475 -3.456 6.527
H: -0.650 -5.113 -1.589
H: -2.779 5.589 -0.550
H: 5.703 0.937 2.717
H: -5.393 2.967 0.841

Summary:
Largest force on an atom, eV/Å: 2.95
LUMO energy, eV: 3.45
ΔE to the lowest compared entry with this formula, charge and spin, eV: 1.253
E_HOMO, eV: -1.802
Frontier orbital gap, eV: 5.25
Charge: -2


Entry 9:
# C5H11NO

A single C5H11NO molecule (ωB97M-V/def2-TZVPD, the Open Molecules 2025 dataset).

Positions of all 18 atoms, in Å:
O: 1.651 0.134 -1.203
N: -0.998 -1.366 -0.010
C: 1.017 0.841 1.042
C: -1.691 1.020 -0.268
C: 0.485 -1.527 0.223
C: 0.746 -0.064 -0.146
C: -0.750 -0.093 -0.680
H: -1.419 -2.084 -0.590
H: 0.289 0.659 1.826
H: 2.013 0.640 1.439
H: 0.951 -2.227 -0.476
H: 0.687 -1.824 1.252
H: -0.695 -0.157 -1.775
H: -1.800 1.047 0.812
H: 0.969 1.886 0.740
H: 2.537 0.301 -0.863
H: -1.321 1.979 -0.618
H: -2.671 0.837 -0.705

Summary:
Largest force on an atom, eV/Å: 1.28
LUMO energy, eV: 0.95
ΔE to the lowest compared entry with this formula, charge and spin, eV: 1.563
E_HOMO, eV: -8.978
SMILES string: C[C@@H]1NC[C@@]1(C)O
Frontier orbital gap, eV: 9.93